[1]
The following is a quantum chemistry calculation of a structure of composition C41H108CdF6N2O20S2 in a non-equilibrium geometry, from the OMol25 dataset.

Structure (ORCA input):
```
! wB97M-V def2-TZVPD RIJCOSX def2/J DEFGRID3
* xyz 0 1
Cd -0.722 15.277 18.551
C -2.808 12.902 19.714
C -2.257 13.106 21.078
C -1.574 11.804 21.448
C -0.291 11.875 22.302
C -0.232 13.146 23.061
C -0.462 14.396 22.229
N -1.273 14.152 21.086
O -1.680 15.264 20.415
C 0.936 14.823 21.751
C -0.992 15.513 23.115
C -3.341 13.367 22.097
H -1.957 12.868 19.026
H -3.384 13.781 19.399
H -3.427 12.018 19.663
H -1.408 11.174 20.567
H -2.270 11.244 22.090
H 0.556 11.792 21.621
H -0.294 11.037 23.002
H 0.753 13.250 23.537
H -0.890 13.203 23.943
H 0.752 15.531 20.934
H 1.512 13.961 21.403
H 1.508 15.337 22.525
H -0.443 15.648 24.053
H -2.053 15.424 23.378
H -0.974 16.469 22.572
H -2.903 13.371 23.096
H -4.147 12.633 22.047
H -3.753 14.371 21.957
C 1.464 18.413 19.707
F 1.040 18.159 20.894
F 2.122 19.459 19.652
F 2.172 17.437 19.310
S -0.016 18.516 18.568
O -1.144 18.499 19.377
O 0.141 19.641 17.771
N 0.065 17.022 17.759
S 0.792 17.325 16.334
O 1.908 18.192 16.387
O 1.116 16.073 15.674
C -0.484 18.097 15.187
F -0.181 19.383 14.984
F -0.520 17.419 13.994
F -1.737 18.024 15.807
C -3.619 16.148 17.756
C -3.278 15.138 16.695
O -1.951 14.494 16.921
H -3.772 15.645 18.714
H -4.563 16.621 17.485
H -2.872 16.934 17.879
H -3.266 15.544 15.678
H -4.056 14.360 16.707
H -1.900 13.800 16.249
C 0.148 6.516 19.112
C 0.113 5.523 20.251
O -1.206 5.504 20.824
H -0.427 7.382 19.463
H -0.178 6.108 18.162
H 1.173 6.890 19.010
H 0.773 5.927 21.043
H 0.477 4.525 19.987
H -1.242 4.752 21.429
C 4.914 14.372 22.482
C 5.217 15.844 22.267
O 4.662 16.244 20.998
H 3.843 14.180 22.550
H 5.315 14.179 23.491
H 5.372 13.757 21.721
H 6.301 15.970 22.150
H 4.851 16.465 23.089
H 5.187 16.983 20.669
C -3.240 18.323 25.615
C -3.363 16.802 25.809
O -4.276 16.180 24.878
H -2.761 18.605 24.679
H -2.637 18.711 26.438
H -4.272 18.681 25.571
H -3.765 16.579 26.805
H -2.414 16.229 25.784
H -4.018 16.311 23.930
C -5.188 9.291 17.063
C -5.183 10.120 18.327
O -6.230 11.029 18.365
H -4.364 8.599 16.947
H -5.224 9.971 16.192
H -6.165 8.805 16.938
H -4.221 10.643 18.398
H -5.290 9.507 19.219
H -6.038 11.761 17.771
C 3.771 9.610 21.350
C 3.812 9.379 19.858
O 4.080 7.943 19.568
H 3.437 10.613 21.625
H 4.762 9.497 21.814
H 3.152 8.876 21.879
H 4.629 9.979 19.420
H 2.827 9.622 19.427
H 4.361 7.801 18.668
C -3.219 10.803 24.324
C -3.281 9.922 25.579
O -2.199 9.112 25.755
H -4.207 11.246 24.169
H -3.025 10.140 23.472
H -2.409 11.530 24.277
H -4.116 9.232 25.444
H -3.546 10.530 26.452
H -1.550 9.688 26.215
C -5.100 18.454 21.941
C -4.348 17.317 21.251
O -3.542 16.564 22.195
H -4.515 18.995 22.674
H -6.055 18.123 22.360
H -5.362 19.169 21.149
H -3.636 17.843 20.576
H -5.007 16.733 20.590
H -2.905 15.966 21.733
C 2.137 17.475 24.667
C 1.786 16.760 25.920
O 1.080 17.598 26.805
H 2.797 16.874 24.028
H 2.607 18.449 24.735
H 1.223 17.548 24.054
H 2.758 16.567 26.419
H 1.360 15.774 25.705
H 1.322 17.401 27.706
C 1.884 11.731 18.180
C 0.942 12.796 17.577
O 1.036 14.022 18.309
H 1.566 10.713 17.953
H 1.737 11.676 19.284
H 2.951 11.958 18.153
H -0.081 12.476 17.450
H 1.303 12.974 16.552
H 1.951 14.113 18.600
C -6.029 10.701 21.614
C -7.392 10.137 21.669
O -7.409 9.206 22.789
H -5.320 9.857 21.548
H -5.705 11.372 22.399
H -5.831 11.142 20.623
H -7.537 9.508 20.788
H -8.153 10.893 21.858
H -8.325 9.050 23.034
C -6.449 14.477 23.242
C -6.216 13.588 24.390
O -6.198 14.245 25.636
H -6.091 15.464 23.534
H -7.500 14.544 22.947
H -5.911 14.170 22.341
H -5.190 13.178 24.265
H -6.873 12.723 24.402
H -5.552 14.987 25.551
C -0.472 19.580 23.058
C -1.296 20.775 22.573
O -0.752 22.027 23.053
H -0.513 19.503 24.158
H 0.552 19.614 22.708
H -0.924 18.618 22.765
H -2.320 20.625 22.962
H -1.323 20.779 21.485
H -0.362 21.856 23.917
C -0.632 9.034 16.906
C -0.605 9.473 15.462
O -0.064 10.745 15.303
H -1.233 8.127 17.009
H -1.158 9.780 17.519
H 0.364 8.864 17.303
H -1.618 9.497 15.061
H -0.063 8.710 14.895
H 0.846 10.624 15.009
C 0.973 12.206 26.569
C -0.585 11.939 26.483
O -1.005 11.101 27.608
H 1.371 12.719 25.678
H 1.488 11.248 26.651
H 1.244 12.782 27.456
H -0.726 11.471 25.508
H -1.110 12.900 26.460
H -1.390 11.678 28.277
*
```

Summary:
HOMO level, Eh: -0.2664
Relative energy (zero: lowest compared OMol25 entry of this formula, charge and spin), kcal per mole: 0.00
Gap between HOMO and LUMO, eV: 7.008
LUMO level, eV: -0.24

Results of the Löwdin charge analysis, in e, for atoms 1 through 5:
1 Cd 1.442
2 C -0.029
3 C -0.532
4 C -0.109
5 C -0.145


[2]
The following is a quantum chemistry calculation of a structure of composition C41H110AgF3N10O13S in a non-equilibrium geometry, from the OMol25 dataset.

Structure (ORCA input):
```
! wB97M-V def2-TZVPD RIJCOSX def2/J DEFGRID3
* xyz 0 1
Ag 0.831 0.245 -1.140
C 3.689 -3.838 -1.990
F 3.011 -4.931 -1.749
F 4.993 -4.112 -1.870
F 3.528 -3.440 -3.242
S 3.202 -2.417 -0.844
O 1.849 -2.034 -1.325
O 3.234 -3.057 0.505
O 4.202 -1.384 -0.990
C 2.129 -3.565 4.328
C 1.189 -4.124 3.229
C -0.218 -4.440 3.793
O -0.275 -5.508 4.768
C 0.018 -6.797 4.244
N 1.140 -3.024 2.312
H 1.701 -2.606 4.619
H 3.144 -3.323 4.013
H 2.262 -4.247 5.168
H 1.496 -5.057 2.756
H -0.875 -4.714 2.967
H -0.662 -3.579 4.292
H -0.749 -7.070 3.520
H -0.112 -7.480 5.083
H 0.985 -7.020 3.793
H 2.044 -2.949 1.867
H 0.459 -3.170 1.580
C 7.171 2.649 -0.320
C 6.629 1.393 -1.064
C 7.721 0.555 -1.726
O 8.198 1.215 -2.896
C 9.575 1.104 -3.175
N 5.899 0.598 -0.068
H 7.807 2.389 0.526
H 6.337 3.305 -0.071
H 7.704 3.248 -1.058
H 5.971 1.751 -1.856
H 7.446 -0.462 -2.005
H 8.486 0.421 -0.962
H 9.603 1.271 -4.252
H 9.848 0.059 -3.026
H 10.235 1.739 -2.585
H 5.413 -0.195 -0.464
H 5.369 1.083 0.642
C -3.360 2.165 0.129
C -2.352 1.004 -0.209
C -2.545 0.404 -1.621
O -1.524 -0.589 -1.871
C -1.910 -1.485 -2.885
N -1.043 1.548 -0.023
H -3.132 2.667 1.070
H -4.434 1.977 0.101
H -3.251 2.970 -0.598
H -2.385 0.172 0.494
H -2.443 1.202 -2.357
H -3.559 0.017 -1.712
H -1.071 -2.119 -3.168
H -2.160 -1.027 -3.842
H -2.766 -2.094 -2.595
H -1.195 2.543 -0.107
H -0.804 1.563 0.958
C -4.104 -0.483 -8.622
C -4.097 -0.831 -7.111
C -3.765 0.306 -6.088
O -2.422 0.730 -6.326
C -2.008 1.823 -5.559
N -5.345 -1.509 -6.974
H -4.361 -1.344 -9.238
H -3.111 -0.157 -8.932
H -4.843 0.290 -8.835
H -3.273 -1.530 -6.965
H -3.775 -0.226 -5.136
H -4.532 1.078 -6.016
H -2.758 2.614 -5.588
H -1.032 2.226 -5.829
H -1.954 1.524 -4.513
H -5.441 -2.215 -7.690
H -5.395 -1.952 -6.067
C -0.134 -5.398 -0.592
C -1.083 -4.274 -0.928
C -2.575 -4.543 -0.515
O -2.986 -5.705 -1.201
C -4.236 -6.229 -0.808
N -0.637 -3.019 -0.223
H 0.317 -5.365 0.400
H 0.711 -5.440 -1.279
H -0.636 -6.359 -0.709
H -1.093 -4.190 -2.015
H -3.280 -3.808 -0.901
H -2.662 -4.572 0.571
H -5.118 -5.589 -0.818
H -4.168 -6.590 0.218
H -4.489 -7.005 -1.530
H -1.126 -2.180 -0.501
H 0.265 -2.749 -0.587
C 2.860 1.971 1.619
C 2.910 0.472 1.857
C 3.030 -0.035 3.359
O 1.902 0.445 4.044
C 2.040 0.393 5.416
N 1.732 -0.098 1.229
H 1.913 2.449 1.871
H 3.038 2.183 0.565
H 3.668 2.438 2.183
H 3.836 0.133 1.393
H 3.939 0.422 3.750
H 3.021 -1.124 3.398
H 2.369 -0.544 5.865
H 1.045 0.454 5.857
H 2.583 1.261 5.790
H 1.033 0.398 1.763
H 1.663 -1.072 1.486
C -2.186 6.722 2.654
C -1.326 5.690 1.956
C -1.680 5.509 0.499
O -1.076 4.387 -0.058
C 0.244 4.651 -0.658
N 0.028 6.061 2.148
H -1.832 6.886 3.672
H -3.245 6.477 2.727
H -2.086 7.674 2.133
H -1.565 4.736 2.428
H -1.459 6.354 -0.154
H -2.761 5.372 0.506
H 0.059 4.960 -1.686
H 0.730 3.677 -0.719
H 0.860 5.287 -0.023
H 0.219 6.135 3.137
H 0.284 6.997 1.870
C -6.094 1.208 3.370
C -6.609 0.119 2.507
C -5.817 -1.189 2.297
O -4.542 -0.901 1.822
C -3.771 -2.076 1.669
N -7.925 -0.085 2.995
H -5.050 1.283 3.066
H -6.116 0.869 4.405
H -6.582 2.174 3.241
H -6.740 0.523 1.503
H -6.341 -1.860 1.617
H -5.820 -1.723 3.247
H -3.682 -2.600 2.620
H -2.802 -1.798 1.254
H -4.311 -2.726 0.981
H -7.855 -0.501 3.913
H -8.421 -0.844 2.550
C -1.080 -0.584 3.539
C -1.547 0.860 3.369
C -2.004 1.576 4.605
O -1.761 2.998 4.407
C -2.143 3.749 5.549
N -0.400 1.595 2.795
H -0.862 -1.075 2.590
H -1.852 -1.294 3.838
H -0.330 -0.723 4.318
H -2.323 0.983 2.614
H -1.391 1.180 5.414
H -3.040 1.338 4.849
H -1.835 4.767 5.312
H -1.690 3.450 6.494
H -3.206 3.966 5.655
H 0.474 1.428 3.274
H -0.621 2.472 3.244
C 1.556 1.591 -4.232
C 2.705 0.793 -3.615
C 4.040 1.205 -4.336
O 4.316 2.635 -4.188
C 5.665 2.979 -4.447
N 2.923 1.199 -2.180
H 0.590 1.314 -3.809
H 1.527 1.403 -5.306
H 1.816 2.641 -4.099
H 2.629 -0.294 -3.647
H 3.973 1.075 -5.416
H 4.828 0.579 -3.918
H 5.787 4.021 -4.151
H 5.864 2.919 -5.517
H 6.485 2.447 -3.965
H 3.534 1.967 -2.420
H 3.517 0.514 -1.736
*
```

Summary:
HOMO level, Eh: -0.3044
Relative energy (zero: lowest compared OMol25 entry of this formula, charge and spin), kcal per mole: 0.00
Gap between HOMO and LUMO, eV: 8.686
LUMO level, eV: 0.40

Results of the Löwdin charge analysis, in e, for atoms 1 through 5:
1 Ag 0.742
2 C -0.685
3 F 0.161
4 F 0.131
5 F 0.134


Q: Among the records above, which one has the lowest LUMO level?
A: C41H108CdF6N2O20S2


Q: Among the records above, which one has the lowest LUMO level?
A: C41H108CdF6N2O20S2


Q: Which of these has the highest HOMO level?
A: C41H108CdF6N2O20S2